152
Properties=species:S:1:pos:R:3:forces:R:3:lowdin_charge:R:1 method="wB97M-V/def2-TZVPD" relative_energy_kj_mol=275.59 total_charge=+1 orbital_gap_ev=5.803 largest_force_ev_per_a=1.2
Pb 0.416 0.540 0.282 -0.8 0.1 -0.1 1.2616
C 7.741 1.070 2.065 -0.1 0.0 -0.2 -0.0338
C 7.061 1.060 0.689 0.3 0.0 0.0 -0.5574
C 7.354 -0.268 -0.024 0.0 0.2 0.1 -0.0295
C 7.634 2.209 -0.144 -0.1 -0.2 0.1 -0.0549
C 5.561 1.144 0.858 -0.2 0.1 0.0 -0.1359
C 4.889 0.210 1.648 -0.1 0.1 -0.1 0.0207
C 3.513 0.233 1.697 0.3 -0.1 0.0 -0.1300
N 2.776 1.095 1.010 0.2 0.4 -0.2 -0.0493
C 3.392 2.042 0.292 0.5 -0.5 0.3 -0.1889
C 4.780 2.095 0.211 -0.1 -0.1 0.0 0.0759
C 2.512 3.002 -0.396 -0.3 0.5 -0.4 -0.1798
C 2.997 4.079 -1.132 -0.1 -0.1 0.0 0.0768
C 2.124 4.961 -1.762 -0.1 -0.2 0.1 -0.1308
C 0.761 4.733 -1.566 0.1 -0.1 0.1 0.0127
C 0.351 3.642 -0.824 -0.1 0.3 -0.2 -0.1054
N 1.197 2.789 -0.270 0.4 0.1 0.2 -0.0072
C 2.592 6.105 -2.642 0.0 0.2 -0.1 -0.5529
C 1.932 5.945 -4.020 0.1 0.0 0.1 -0.0340
C 2.162 7.437 -2.008 0.0 -0.2 0.0 -0.0320
C 4.110 6.135 -2.830 -0.3 -0.1 0.1 -0.0559
H 8.819 1.013 1.938 0.1 0.0 0.0 0.0908
H 7.427 0.223 2.668 0.0 -0.1 0.1 0.0772
H 7.504 1.987 2.601 0.0 0.1 0.1 0.0951
H 8.425 -0.376 -0.167 0.2 -0.1 0.0 0.0913
H 6.867 -0.300 -0.996 0.0 0.0 -0.1 0.0943
H 6.998 -1.111 0.561 0.0 -0.2 0.1 0.0811
H 8.712 2.092 -0.219 0.1 0.0 0.0 0.0907
H 7.436 3.169 0.328 0.0 0.1 0.0 0.0916
H 7.233 2.207 -1.156 0.0 0.1 -0.1 0.0879
H 5.421 -0.550 2.195 0.1 -0.1 0.1 0.1180
H 2.973 -0.482 2.300 -0.1 -0.1 0.1 0.0971
H 5.258 2.854 -0.380 0.0 0.1 -0.1 0.0990
H 4.058 4.218 -1.230 0.1 0.0 0.0 0.0994
H 0.015 5.382 -1.996 -0.1 0.1 0.0 0.1213
H -0.696 3.430 -0.666 -0.2 0.0 -0.1 0.1227
H 0.855 6.072 -3.965 -0.1 0.0 0.0 0.0787
H 2.140 4.958 -4.424 0.0 -0.1 -0.1 0.0887
H 2.323 6.691 -4.707 0.0 0.1 -0.1 0.0906
H 1.084 7.487 -1.875 -0.1 0.0 0.0 0.0814
H 2.464 8.260 -2.652 0.0 0.1 -0.1 0.0913
H 2.639 7.568 -1.039 0.0 0.0 0.1 0.0930
H 4.465 5.221 -3.299 0.1 -0.1 -0.1 0.0908
H 4.625 6.283 -1.885 0.1 0.0 0.1 0.0867
H 4.374 6.966 -3.479 0.0 0.1 -0.1 0.0905
C -0.513 -3.411 -6.662 0.2 0.0 0.1 -0.0429
C 0.869 -2.985 -6.150 0.1 -0.1 -0.2 -0.5620
C 1.621 -4.238 -5.702 -0.1 0.2 -0.1 -0.0629
C 1.648 -2.323 -7.294 -0.1 -0.1 0.1 -0.0395
C 0.718 -1.981 -5.023 0.1 -0.1 0.1 -0.1811
C 1.299 -2.149 -3.782 0.1 0.0 0.0 -0.0825
C 1.099 -1.188 -2.815 0.1 0.1 0.4 -0.4849
Br 1.939 -1.489 -1.074 0.3 -0.6 -1.0 0.7884
C 0.335 -0.028 -2.964 0.1 -0.5 -0.2 -0.4243
O 0.155 0.827 -1.996 0.1 0.3 0.7 -0.3332
C -0.237 0.144 -4.259 -0.1 0.1 0.1 -0.0838
C -0.022 -0.816 -5.224 0.0 -0.1 0.1 0.0216
C -1.067 1.389 -4.552 -0.1 0.2 0.0 -0.5251
C -1.630 1.401 -5.975 0.1 0.0 0.3 -0.0583
C -2.240 1.468 -3.564 0.1 0.0 0.0 -0.0321
C -0.165 2.619 -4.382 0.0 -0.1 0.1 -0.0397
H -0.397 -4.183 -7.419 0.0 -0.1 -0.1 0.0846
H -1.041 -2.575 -7.113 -0.1 0.1 0.0 0.0757
H -1.116 -3.807 -5.848 -0.1 -0.1 0.1 0.0889
H 1.671 -4.948 -6.524 0.0 -0.1 -0.1 0.0858
H 1.113 -4.720 -4.870 0.0 -0.1 0.1 0.0873
H 2.639 -3.998 -5.405 0.2 0.0 0.1 0.0837
H 1.757 -3.017 -8.124 0.0 -0.1 -0.2 0.0857
H 2.639 -2.027 -6.956 0.1 0.1 0.0 0.0900
H 1.131 -1.440 -7.658 0.0 0.1 -0.1 0.0779
H 1.910 -3.000 -3.545 0.1 -0.2 0.0 0.0926
H -0.455 -0.667 -6.197 -0.1 0.0 -0.2 0.0934
H -2.322 0.578 -6.133 -0.1 -0.1 -0.1 0.0867
H -0.836 1.334 -6.714 0.1 0.0 -0.2 0.0839
H -2.167 2.331 -6.147 -0.1 0.1 0.0 0.0869
H -2.880 0.592 -3.663 -0.1 -0.1 0.0 0.0811
H -2.836 2.360 -3.753 -0.1 0.1 -0.1 0.0856
H -1.860 1.514 -2.548 -0.1 0.0 0.1 0.0637
H 0.637 2.596 -5.118 0.1 0.1 -0.1 0.0923
H 0.273 2.624 -3.389 0.1 0.0 0.0 0.0551
H -0.738 3.535 -4.514 -0.1 0.1 -0.1 0.0859
C -2.568 1.570 2.297 0.4 1.0 -0.5 -0.3433
O -1.460 1.591 1.628 -0.4 -0.2 -0.3 -0.5309
H -3.460 1.880 1.727 -0.1 -0.3 0.1 0.1009
H -2.521 2.049 3.296 -0.2 -0.4 0.1 0.0936
H -2.846 0.387 2.599 -0.4 -0.2 0.4 -0.0189
C -6.860 -1.220 -2.658 0.0 0.0 0.0 -0.0338
C -5.871 -1.130 -1.541 0.1 0.0 0.1 -0.2468
C -4.547 -1.497 -1.729 -0.1 0.0 0.1 0.0014
C -3.622 -1.498 -0.693 0.2 0.0 0.1 -0.2546
C -2.209 -1.878 -0.998 0.1 -0.2 -0.1 -0.0462
C -4.046 -1.115 0.587 -0.1 0.1 0.1 -0.2370
As -2.980 -1.345 2.190 -0.6 -0.6 -0.1 1.4028
N -1.382 -1.814 1.897 -0.2 0.5 -0.6 -0.1511
C -0.536 -2.506 2.744 0.1 -0.3 0.5 -0.3772
C -0.972 -3.456 3.674 -0.2 0.0 -0.1 -0.0373
C -0.069 -4.184 4.421 0.1 0.0 0.1 -0.0819
C 1.292 -3.984 4.265 0.0 -0.1 0.1 -0.0873
C 1.742 -3.036 3.361 0.0 0.0 0.0 -0.0780
C 0.842 -2.312 2.608 -0.1 0.1 -0.1 -0.0750
C -4.025 -2.385 3.516 0.2 0.2 -0.1 -0.2608
C -4.587 -3.600 3.114 0.0 0.0 -0.2 -0.2789
C -4.625 -4.041 1.682 0.1 0.0 -0.1 -0.0313
C -5.095 -4.447 4.091 0.1 0.1 0.0 0.0030
C -5.044 -4.128 5.439 0.1 0.0 -0.1 -0.2488
C -5.518 -5.099 6.472 -0.1 0.0 0.0 -0.0353
C -4.517 -2.896 5.805 0.0 0.0 -0.2 0.0067
C -3.999 -2.022 4.863 0.0 0.2 0.0 -0.2861
C -3.392 -0.721 5.285 0.1 0.0 0.0 -0.0414
C -5.366 -0.680 0.785 0.0 0.1 0.1 -0.2769
C -5.858 -0.197 2.119 -0.1 0.0 0.1 -0.0455
C -6.256 -0.698 -0.278 0.1 0.0 0.0 -0.0020
H -6.358 -1.301 -3.619 0.0 0.0 -0.1 0.0805
H -7.524 -0.358 -2.672 0.0 0.0 0.0 0.0859
H -7.478 -2.110 -2.523 -0.1 0.0 -0.1 0.0925
H -4.226 -1.798 -2.717 0.1 0.0 -0.1 0.1210
H -2.132 -2.310 -1.994 0.0 0.0 0.0 0.0917
H -1.813 -2.584 -0.265 0.1 0.1 -0.1 0.0672
H -1.589 -0.978 -0.975 0.1 -0.1 -0.1 0.0368
H -2.032 -3.650 3.779 0.1 0.0 0.0 0.0899
H -0.438 -4.915 5.123 0.0 -0.1 0.1 0.1076
H 1.998 -4.571 4.830 0.1 0.0 0.1 0.1042
H 2.803 -2.869 3.250 0.1 0.0 -0.1 0.1027
H 1.185 -1.583 1.888 0.0 -0.1 0.0 0.0101
H -5.456 -3.566 1.154 0.1 0.0 -0.1 0.0933
H -4.767 -5.119 1.629 0.0 0.0 0.0 0.0887
H -3.691 -3.788 1.169 -0.2 -0.1 -0.1 0.0686
H -5.514 -5.398 3.793 0.0 -0.1 -0.1 0.1236
H -5.575 -6.101 6.057 0.0 -0.1 0.0 0.0807
H -6.510 -4.824 6.831 -0.1 0.0 0.1 0.0917
H -4.845 -5.109 7.326 0.0 0.0 0.1 0.0857
H -4.483 -2.627 6.850 0.0 0.1 0.2 0.1246
H -3.331 -0.658 6.368 0.1 0.1 0.1 0.0883
H -4.005 0.113 4.933 0.1 0.1 0.0 0.0850
H -2.379 -0.622 4.879 0.0 0.2 0.1 0.0549
H -5.130 0.457 2.604 -0.1 0.0 0.1 0.0578
H -6.068 -1.035 2.787 0.0 0.1 0.0 0.0836
H -6.783 0.363 1.997 0.0 0.1 0.0 0.0903
H -7.275 -0.373 -0.119 -0.1 0.1 0.1 0.1249
Se 0.459 2.040 3.159 0.1 0.7 0.8 1.1469
N 0.023 0.500 3.885 -0.4 -0.9 0.3 -0.1822
C 0.629 0.398 5.068 -0.1 0.8 -0.8 -0.3643
C 0.524 -0.688 5.960 0.0 -0.5 0.6 -0.0270
C 1.140 -0.599 7.175 -0.5 -0.5 -0.5 -0.0696
C 1.891 0.536 7.550 0.3 0.8 -0.1 -0.0748
C 2.046 1.595 6.704 0.2 -0.2 0.7 -0.0209
C 1.418 1.549 5.443 -0.4 0.1 -0.9 -0.3862
N 1.453 2.507 4.526 0.7 0.3 0.5 -0.2215
H -0.040 -1.564 5.677 -0.1 -0.1 0.0 0.0957
H 1.055 -1.405 7.890 0.0 -0.1 0.0 0.1065
H 2.343 0.549 8.530 0.1 0.1 0.1 0.1056
H 2.617 2.470 6.966 0.1 0.1 0.1 0.1140